# 1
{
  "formula": "C17H35AlBBr4CaClF3N3O10S",
  "method": "ωB97M-V/def2-TZVPD",
  "homo_lumo_gap_ev": 0.98,
  "spin_multiplicity": 1,
  "homo_energy_ev": -5.40,
  "fmax_ev_per_a": 3.23,
  "symbols": ["C", "C", "C", "O", "B", "Br", "Br", "O", "C", "N", "C", "C", "C", "C", "H", "H", "H", "H", "H", "H", "H", "H", "H", "H", "H", "H", "H", "H", "H", "C", "S", "O", "C", "H", "H", "H", "H", "H", "H", "C", "O", "N", "C", "C", "H", "H", "H", "H", "H", "H", "H", "Al", "Br", "O", "H", "H", "N", "O", "O", "O", "C", "C", "O", "C", "O", "C", "F", "F", "F", "H", "H", "H", "H", "H", "Cl", "Ca", "Br"],
  "positions_angstrom": [[-3.83910, 3.21942, 0.93447], [-3.56630, 1.88426, 1.19264], [-3.62114, 0.98681, -0.01723], [-4.99682, 1.00911, -0.46000], [-5.37612, -0.31452, -0.36506], [-6.81023, -0.81925, -1.76099], [-6.30278, -0.35934, 1.63762], [-4.32170, -1.14680, -0.44677], [-3.28436, -0.48425, 0.29123], [-2.01359, -0.97347, -0.05441], [-1.80118, -1.09276, -1.50955], [-0.41876, -1.79414, -1.68027], [-0.43604, -2.93693, -2.71853], [0.34001, -2.51693, -3.98754], [-3.07015, 3.87353, 0.51836], [-4.83545, 3.64722, 1.06690], [-3.32845, 1.50867, 2.18591], [-2.88839, 1.41924, -0.70592], [-3.45141, -0.79423, 1.33355], [-1.27066, -0.45864, 0.41192], [-2.65868, -1.79386, -1.89625], [-1.83912, -0.13893, -2.04866], [0.31809, -1.03924, -1.95208], [-0.18018, -2.23278, -0.71809], [0.03109, -3.81266, -2.27495], [-1.43822, -3.15789, -3.05604], [-0.08578, -3.06568, -4.83112], [0.23934, -1.45155, -4.18605], [1.37777, -2.81169, -3.86349], [1.16188, -1.60080, 4.00438], [1.41038, -2.25937, 2.35918], [0.97249, -1.20823, 1.39339], [0.08744, -3.47850, 2.44654], [1.86748, -0.78761, 4.14853], [0.13822, -1.22728, 4.09326], [1.35524, -2.38289, 4.73549], [-0.86265, -2.97825, 2.64892], [0.31930, -4.19659, 3.23340], [0.03488, -3.98899, 1.48688], [2.50681, -0.80026, -6.29273], [2.91769, -1.68037, -5.59934], [2.44783, -0.88124, -7.67237], [1.94543, 0.17736, -8.44919], [2.91941, -2.10075, -8.31516], [2.12576, 0.15475, -5.89225], [1.08514, -0.15258, -9.05583], [2.75790, 0.54734, -9.16362], [1.64062, 1.01778, -7.82691], [2.34582, -2.95520, -7.95823], [3.96799, -2.26760, -8.06870], [2.80686, -2.02129, -9.39949], [2.95880, 0.58556, -11.00568], [-8.48029, 0.90348, -1.94504], [-0.50158, 3.53912, 2.61613], [0.12156, 3.36073, 1.90520], [-1.33124, 3.15886, 2.30352], [-6.73480, 4.80557, 3.26871], [-6.60468, 4.79216, 2.02058], [-7.58787, 5.53244, 3.79862], [-6.00089, 4.07089, 3.96997], [5.26206, 3.95092, 4.99465], [6.13080, 3.12666, 5.91991], [5.39481, 2.03041, 6.48700], [5.26969, 0.95514, 5.71181], [5.70711, 0.82791, 4.60995], [4.49793, -0.14102, 6.47010], [3.42046, 0.36739, 7.09901], [5.27899, -0.70022, 7.40814], [4.08362, -1.09594, 5.65480], [4.36408, 4.28677, 5.51369], [5.81006, 4.82191, 4.63559], [4.94153, 3.36422, 4.13469], [6.45990, 3.72915, 6.76434], [7.02168, 2.75888, 5.41205], [-3.83340, -2.63789, -3.09023], [-6.31152, -2.50191, 3.18179], [4.23962, -3.17333, 4.26497]],
  "lowdin_charge": [0.0946, -0.1163, -0.2499, 0.0005, -1.5235, 0.7340, 0.4822, -0.0262, -0.3378, 0.0099, -0.2484, -0.1789, -0.2544, -0.1284, 0.0739, 0.0598, 0.1067, 0.1586, 0.1232, 0.1150, -0.0886, 0.1069, 0.0997, 0.0722, 0.0977, 0.0003, 0.0619, 0.0578, 0.0562, -0.3217, 0.7531, -0.5709, -0.2753, 0.0365, 0.0493, 0.0210, 0.0378, 0.0508, 0.0421, -0.3020, 0.0934, -0.1930, -0.1641, -0.0188, 0.1480, 0.1034, -0.1531, 0.1169, 0.1100, 0.1058, 0.0618, 1.0815, 0.2520, -0.0580, 0.0324, -0.0034, -0.6521, -0.1110, -0.0713, -0.1044, -0.0628, -0.2066, 0.0257, -0.3907, 0.1744, -0.5544, 0.1480, 0.1585, -0.0773, 0.0832, 0.0789, 0.0778, 0.1216, 0.1232, -0.1879, 1.2750, -0.2418]
}

# 2
{
  "formula": "C17H35FN2O15P2",
  "method": "ωB97M-V/def2-TZVPD",
  "smiles": "COCCCCCC(=O)O[C@H](CON=O)C(=O)NC(=O)F.COP(=O)(OC)OC.COP(=O)(OC)OC",
  "homo_lumo_gap_ev": 9.19,
  "spin_multiplicity": 1,
  "homo_energy_ev": -8.87,
  "fmax_ev_per_a": 3.30,
  "symbols": ["C", "O", "C", "C", "C", "C", "C", "C", "O", "O", "C", "C", "O", "N", "O", "C", "O", "N", "C", "O", "F", "H", "H", "H", "H", "H", "H", "H", "H", "H", "H", "H", "H", "H", "H", "H", "H", "H", "C", "O", "P", "O", "O", "C", "O", "C", "H", "H", "H", "H", "H", "H", "H", "H", "H", "C", "O", "P", "O", "O", "C", "O", "C", "H", "H", "H", "H", "H", "H", "H", "H", "H"],
  "positions_angstrom": [[-1.58339, -3.01503, 2.07723], [-0.74547, -2.19212, 1.27657], [-0.43689, -0.95686, 1.96568], [0.20452, 0.02292, 0.94985], [-0.13193, 1.54368, 1.24934], [-1.34274, 1.96412, 0.33170], [-2.45189, 2.81700, 1.02945], [-3.29846, 2.00669, 2.07098], [-2.73877, 1.52710, 2.99377], [-4.68159, 1.95187, 1.85150], [-5.16563, 0.62680, 1.69281], [-5.22952, -0.21109, 3.02601], [-5.41328, 0.65079, 4.17061], [-4.48030, 0.19791, 5.12346], [-4.20658, 1.05357, 5.86811], [-4.43590, -0.20061, 0.60149], [-3.35422, -0.67457, 0.70297], [-5.16448, -0.44704, -0.64033], [-4.70341, -1.71319, -1.17951], [-4.87052, -2.72262, -0.66061], [-4.04171, -1.62585, -2.34527], [-0.95337, -3.84700, 2.47833], [-2.44533, -3.41555, 1.49578], [-2.01043, -2.49234, 2.96707], [0.25924, -1.25010, 2.79301], [-1.36600, -0.53598, 2.40894], [1.31109, -0.05892, 1.03874], [-0.03375, -0.23159, -0.10490], [0.77324, 2.09938, 0.91139], [-0.28064, 1.74269, 2.32734], [-0.92162, 2.60762, -0.47714], [-1.74504, 1.06181, -0.16758], [-1.99042, 3.66516, 1.58692], [-3.15486, 3.26186, 0.28549], [-6.22568, 0.72756, 1.35753], [-4.25630, -0.72879, 3.14623], [-6.03469, -0.97491, 2.95057], [-6.11835, -0.66805, -0.32500], [-1.80723, 0.05933, -3.64826], [-0.58428, 0.25899, -2.94962], [0.70595, 0.79645, -3.69897], [0.94362, 2.23953, -3.59331], [0.61397, 0.23148, -5.19352], [0.05378, 1.05861, -6.21269], [1.81727, -0.12137, -3.04658], [3.15141, 0.00747, -3.52851], [-2.13371, 0.98304, -4.13131], [-1.69461, -0.73598, -4.38741], [-2.55814, -0.24705, -2.93108], [0.03429, 2.10935, -5.92233], [-0.96126, 0.72501, -6.43376], [0.65943, 0.95388, -7.11211], [3.50398, 1.03219, -3.40196], [3.20390, -0.27901, -4.58066], [3.78919, -0.65886, -2.95148], [6.09881, 1.34826, -0.42015], [5.30435, 0.18415, -0.60542], [4.95238, -0.75410, 0.63137], [3.64686, -0.51764, 1.25140], [6.20473, -0.65474, 1.62117], [6.16087, 0.27813, 2.70180], [5.13730, -2.18562, -0.02071], [4.98000, -3.32006, 0.82851], [5.65001, 2.01261, 0.32055], [7.10861, 1.06832, -0.11510], [6.16236, 1.87185, -1.37187], [5.14356, 0.60351, 2.92048], [6.77419, 1.14643, 2.45676], [6.57401, -0.20245, 3.58761], [3.98583, -3.32486, 1.27734], [5.74275, -3.31783, 1.60898], [5.10086, -4.21537, 0.22232]],
  "lowdin_charge": [-0.1352, -0.2118, -0.2126, -0.1488, -0.1640, -0.1738, -0.0771, -0.4187, 0.1494, 0.0318, -0.1883, -0.1156, -0.0860, -0.0370, 0.0855, -0.3495, 0.1566, 0.1742, -0.5209, 0.2287, 0.1261, 0.0884, 0.0834, 0.0812, 0.1318, 0.0903, 0.0781, 0.1098, 0.1058, 0.1056, 0.1163, 0.0894, 0.1298, 0.1163, 0.1576, 0.1136, 0.1380, 0.1390, -0.0858, -0.2071, 0.3591, -0.2321, -0.2217, -0.1029, -0.1999, -0.0905, 0.0958, 0.0956, 0.0610, 0.0846, 0.0811, 0.0890, 0.0889, 0.0863, 0.0829, -0.0949, -0.2096, 0.3705, -0.2161, -0.2223, -0.0989, -0.2060, -0.0920, 0.0929, 0.0897, 0.0915, 0.0855, 0.0817, 0.0902, 0.0907, 0.0861, 0.0896]
}

# 3
{
  "formula": "C17H35IO16V",
  "method": "ωB97M-V/def2-TZVPD",
  "de_lowest_ev": 0.749,
  "homo_lumo_gap_ev": [7.65, 8.30],
  "spin_multiplicity": 4,
  "homo_energy_ev": [-7.05, -7.70],
  "fmax_ev_per_a": 2.17,
  "symbols": ["V", "C", "C", "O", "H", "H", "H", "H", "H", "I", "C", "O", "C", "O", "O", "C", "H", "H", "H", "H", "H", "H", "C", "O", "C", "O", "O", "C", "H", "H", "H", "H", "H", "H", "C", "O", "C", "O", "O", "C", "H", "H", "H", "H", "H", "H", "C", "O", "C", "O", "O", "C", "H", "H", "H", "H", "H", "H", "C", "O", "C", "O", "O", "C", "H", "H", "H", "H", "H", "H"],
  "positions_angstrom": [[0.12871, -0.28954, -0.40016], [-1.40202, 3.18961, 2.10273], [-0.33267, 2.56507, 1.23799], [-0.83228, 1.60689, 0.38508], [-2.01421, 2.41630, 2.58400], [-2.12397, 3.76662, 1.51784], [-0.95439, 3.70344, 2.95998], [0.37561, 2.11167, 1.96447], [0.26629, 3.35568, 0.74451], [1.31484, -2.64113, -1.41763], [-2.13511, -3.99135, -0.34081], [-2.80444, -3.39162, 0.77171], [-2.49078, -2.13169, 1.03124], [-1.72657, -1.41880, 0.44657], [-3.21280, -1.75233, 2.07853], [-2.89289, -0.44932, 2.60107], [-1.06175, -3.98150, -0.15346], [-2.26847, -3.49733, -1.30668], [-2.55541, -4.98619, -0.45244], [-2.79070, 0.30943, 1.82596], [-1.94835, -0.50109, 3.14232], [-3.71612, -0.24967, 3.28059], [-3.59531, 0.86987, -0.94440], [-3.55856, 0.23477, -2.23913], [-2.42585, -0.28350, -2.61246], [-1.38353, -0.24756, -2.01429], [-2.58088, -0.93100, -3.74850], [-1.49928, -1.66889, -4.29183], [-2.79819, 1.59290, -0.77104], [-3.54624, 0.09050, -0.18586], [-4.57234, 1.34796, -0.95393], [-0.89493, -2.04400, -3.46236], [-0.85718, -1.07797, -4.94959], [-1.90882, -2.47209, -4.89836], [0.50326, -3.36743, 2.45040], [0.63204, -2.44500, 3.52542], [0.83309, -1.16395, 3.24384], [0.61205, -0.63126, 2.18998], [1.40563, -0.59918, 4.27487], [1.58596, 0.81509, 4.25999], [1.52846, -3.55568, 2.10305], [-0.16908, -3.12731, 1.63566], [0.29668, -4.33068, 2.91963], [0.61005, 1.30322, 4.21739], [2.28775, 1.05353, 3.46474], [1.95876, 1.14404, 5.22921], [3.31018, 2.80700, -0.48813], [3.94931, 1.84659, 0.34204], [3.30832, 0.71385, 0.61552], [2.18863, 0.46605, 0.25533], [4.08955, -0.04289, 1.33320], [3.74260, -1.40882, 1.60561], [2.90047, 2.45072, -1.43326], [4.14026, 3.45778, -0.76525], [2.54054, 3.34944, 0.05816], [2.79883, -1.67269, 1.13757], [3.66910, -1.44567, 2.69604], [4.57784, -2.06526, 1.38111], [2.36953, -0.06976, -4.44197], [1.60984, 1.12259, -4.36769], [0.99678, 1.45779, -3.27031], [1.07200, 0.84950, -2.22750], [0.33549, 2.57293, -3.43392], [-0.47657, 3.06141, -2.36013], [1.76409, -0.90427, -4.07462], [3.28963, 0.06956, -3.87889], [2.59376, -0.39240, -5.45806], [0.17371, 3.12070, -1.48984], [-1.30906, 2.39064, -2.15539], [-0.92094, 4.01568, -2.62546]],
  "lowdin_charge": [0.5885, -0.1005, -0.4705, -0.3549, 0.0528, 0.0693, 0.0675, 0.0744, 0.0821, 0.2250, -0.0391, 0.0284, -0.6151, 0.0378, 0.0271, -0.0046, 0.0130, 0.0917, 0.0995, 0.0703, 0.0936, 0.1022, 0.0103, 0.0491, -0.6052, 0.0122, 0.0317, -0.0259, 0.0724, 0.0787, 0.1037, 0.0290, 0.0971, 0.0985, -0.0243, 0.0195, -0.6384, 0.0871, 0.0217, -0.0079, 0.0922, 0.0501, 0.1053, 0.0979, 0.0964, 0.0981, -0.0165, 0.0290, -0.5931, 0.0241, 0.0358, -0.0076, 0.0873, 0.1003, 0.0912, 0.0244, 0.0991, 0.1029, -0.0301, 0.0304, -0.6276, 0.0134, 0.0383, 0.0070, 0.0460, 0.1035, 0.0967, 0.0802, 0.0749, 0.1022]
}

# 4
{
  "formula": "C17H35N2O2PSiTi",
  "method": "ωB97M-V/def2-TZVPD",
  "homo_lumo_gap_ev": [4.34, 4.62],
  "spin_multiplicity": 1,
  "homo_energy_ev": [-4.24, -4.54],
  "fmax_ev_per_a": 4.91,
  "symbols": ["Ti", "Si", "P", "N", "H", "C", "H", "H", "H", "C", "H", "H", "H", "C", "H", "H", "H", "C", "H", "H", "H", "H", "H", "C", "C", "C", "C", "C", "C", "H", "H", "H", "H", "H", "C", "O", "C", "H", "H", "H", "C", "H", "H", "H", "C", "N", "C", "C", "C", "O", "H", "H", "H", "H", "H", "H", "H", "H", "H"],
  "positions_angstrom": [[0.16943, -0.01520, -0.09028], [-2.28652, 0.45157, -0.47376], [-0.10184, -0.20319, -2.94484], [0.74283, 1.65035, -0.37579], [0.55007, -0.78065, -1.76031], [1.14639, -0.83842, -4.07671], [0.76051, -0.71229, -5.09807], [1.33070, -1.89639, -3.86001], [2.07143, -0.26921, -3.93206], [-1.61023, -1.06903, -3.41232], [-1.64851, -1.00874, -4.50741], [-2.51514, -0.59540, -3.01448], [-1.61863, -2.12319, -3.12537], [-0.33033, 1.51233, -3.44144], [-0.52251, 1.50056, -4.52497], [0.55245, 2.12950, -3.25488], [-1.17803, 1.98776, -2.93817], [-3.68736, -0.74021, -0.12556], [-3.47559, -1.34532, 0.76866], [-3.88412, -1.39913, -0.98623], [-4.56867, -0.10605, 0.06428], [-1.96896, 1.10219, 0.83795], [-2.79900, 1.41573, -1.49391], [1.09124, 2.93565, -0.34987], [2.81628, 4.65605, -0.22119], [2.46837, 3.31978, -0.34051], [0.09170, 3.95577, -0.25958], [0.46111, 5.28563, -0.13609], [1.81921, 5.63756, -0.09827], [3.86799, 4.94218, -0.22364], [3.21328, 2.52274, -0.38318], [-0.95343, 3.62993, -0.23761], [-0.31642, 6.04993, -0.07054], [2.10126, 6.68563, 0.01670], [-0.68685, -3.05070, -0.27619], [-0.91500, -1.80482, -0.34473], [0.60653, -3.57043, 0.21453], [0.70855, -4.60896, -0.13397], [0.63020, -3.59607, 1.31825], [1.47891, -2.98877, -0.11795], [-1.72808, -4.03440, -0.63557], [-1.28583, -4.73230, -1.36029], [-2.63979, -3.59339, -1.05999], [-1.99758, -4.63352, 0.24593], [1.12314, -0.93372, 5.16864], [1.36272, -0.60643, 3.76353], [2.65109, -0.00968, 3.38841], [0.44262, -0.79945, 2.84284], [-0.86805, -1.43519, 3.15847], [0.74610, -0.44815, 1.63240], [2.02498, -0.66216, 5.72730], [0.92037, -2.00551, 5.31379], [0.26853, -0.37374, 5.57456], [3.21915, -0.65179, 2.70177], [2.53409, 0.98402, 2.93196], [3.21875, 0.09500, 4.31469], [-1.42384, -0.87293, 3.92965], [-1.47100, -1.47479, 2.24146], [-0.70867, -2.46052, 3.52995]],
  "lowdin_charge": [0.4285, 0.4623, 0.7465, -0.1558, -0.0924, -0.2387, 0.0521, 0.0474, 0.0578, -0.2461, 0.0489, 0.0258, 0.0448, -0.2392, 0.0513, 0.0549, 0.0247, -0.3373, 0.0045, 0.0051, 0.0111, -0.0961, -0.0862, -0.4340, -0.1332, -0.0698, -0.0571, -0.1264, -0.1449, 0.0890, 0.0910, 0.0929, 0.0927, 0.0816, -0.4611, -0.2793, -0.0341, 0.0868, 0.0892, 0.0781, -0.0212, 0.0937, 0.0846, 0.0998, -0.0236, -0.1171, 0.0023, -0.3987, 0.0311, -0.1529, 0.0886, 0.0976, 0.1005, 0.1047, 0.1114, 0.0824, 0.1074, 0.0735, 0.1006]
}